Record 1
Molecular formula: C22H44N3O7S
Method: DFT, wB97M-V/def2-TZVPD

Geometry as XYZ:
```
77
C22H44N3O7S | the Open Molecules 2025 dataset | wB97M-V/def2-TZVPD
C 0.81 -1.64 7.92
C -0.30 -2.35 7.18
N -0.68 -3.53 7.39
C -1.06 -1.55 6.14
C -0.45 -1.36 4.77
C -0.69 -0.17 4.08
C -1.57 0.90 4.68
O -2.75 0.88 4.51
O -0.93 1.89 5.34
C -0.23 0.05 2.77
C 0.49 -0.93 2.19
S 1.10 -0.85 0.51
C 2.62 0.04 0.61
O 0.14 -0.08 -0.21
O 1.35 -2.21 0.15
N 0.75 -2.07 2.86
C 0.30 -2.34 4.10
N 0.53 -3.59 4.62
H 0.85 -2.02 8.94
H 0.69 -0.56 7.95
H 1.77 -1.88 7.46
H -0.14 -3.97 8.15
H -2.06 -1.97 6.02
H -1.19 -0.54 6.55
H -0.02 1.65 5.55
H -0.45 0.96 2.22
H 2.61 0.68 1.48
H 2.70 0.62 -0.31
H 3.42 -0.69 0.70
H 1.26 -2.79 2.35
H 1.21 -3.60 5.37
H 0.84 -4.26 3.92
C -1.34 5.81 1.83
C -1.01 5.98 0.35
O -0.19 4.95 -0.18
C -0.70 3.64 -0.11
C -2.02 3.43 -0.84
H -0.42 5.76 2.42
H -1.93 6.66 2.17
H -1.92 4.91 2.02
H -0.45 6.90 0.20
H -1.93 6.07 -0.23
H -0.79 3.32 0.94
H 0.06 3.01 -0.57
H -2.82 4.03 -0.42
H -2.31 2.38 -0.78
H -1.91 3.70 -1.89
C 0.15 -5.64 -5.26
C 1.46 -5.18 -4.64
O 1.42 -3.86 -4.12
C 0.47 -3.62 -3.09
C 0.68 -4.46 -1.84
H -0.15 -4.97 -6.05
H 0.28 -6.64 -5.68
H -0.65 -5.70 -4.52
H 2.24 -5.15 -5.40
H 1.79 -5.88 -3.87
H -0.55 -3.74 -3.47
H 0.59 -2.56 -2.84
H 0.56 -5.52 -2.04
H -0.04 -4.17 -1.09
H 1.68 -4.30 -1.45
C -0.66 1.85 -4.07
C -0.38 1.30 -5.46
O -0.92 2.08 -6.51
C -0.45 3.41 -6.60
C 1.05 3.53 -6.82
H -1.73 1.97 -3.91
H -0.26 1.17 -3.31
H -0.19 2.83 -3.92
H -0.86 0.32 -5.56
H 0.69 1.14 -5.60
H -0.76 3.99 -5.72
H -0.98 3.83 -7.46
H 1.62 3.13 -5.98
H 1.32 4.58 -6.93
H 1.35 2.99 -7.71
```

For the LUMO energy, the calculation gives -4.88 eV. The net charge is +1. The calculation puts the largest force on an atom at 1.1 eV Å⁻¹.

So, what does the Mulliken scheme give us? The charges, in e, come out as: -1.241, 0.279, -0.593, -0.629, 0.859, 0.383, -0.033, -0.480, -0.464, 0.359, -1.373, 1.425, -1.054, -0.571, -0.683, 0.031, -0.262, -0.473, 0.413, 0.348, 0.282, 0.303, 0.347, 0.577, 0.416, 0.807, 0.386, 0.401, 0.375, 0.287, 0.233, 0.326, -0.982, -0.301, -0.470, 0.053, -1.058, 0.258, 0.406, 0.219, 0.351, 0.301, 0.044, 0.202, 0.354, 0.380, 0.254, -1.031, -0.315, -0.440, -0.164, -1.002, 0.290, 0.392, 0.266, 0.335, 0.291, 0.269, 0.163, 0.398, 0.308, 0.246, -0.658, -0.619, -0.429, -0.275, -1.026, 0.336, 0.222, 0.282, 0.314, 0.339, 0.247, 0.338, 0.255, 0.388, 0.292

***

Record 2
Molecular formula: C22H44NO5PtSi4
Method: DFT, wB97M-V/def2-TZVPD

Geometry as XYZ:
```
77
C22H44NO5PtSi4 | the Open Molecules 2025 dataset | wB97M-V/def2-TZVPD
Pt 0.31 -0.91 -0.09
O -0.32 -5.02 1.12
C 0.06 -3.85 1.13
O -0.07 -3.05 0.14
C 0.64 -3.30 2.44
C -0.36 -2.36 3.16
C -0.06 -2.36 4.66
C 1.25 -1.54 4.70
C 1.42 -1.18 3.21
O 0.06 -1.05 2.78
C 1.93 -2.42 2.44
C 2.67 -2.09 1.14
O 3.73 -2.65 0.94
O 2.25 -1.12 0.37
H 0.80 -4.18 3.07
H -1.40 -2.51 2.88
H 0.05 -3.37 5.07
H -0.86 -1.85 5.21
H 2.11 -2.10 5.08
H 1.14 -0.63 5.30
H 1.96 -0.26 3.00
H 2.69 -2.93 3.02
C -3.83 -3.60 -0.69
C -3.19 -2.77 -1.81
C -2.24 -3.65 -2.64
C -4.23 -2.07 -2.68
C -2.32 -1.76 -1.17
N -1.57 -1.02 -0.73
H -4.42 -4.40 -1.15
H -4.50 -2.99 -0.08
H -3.07 -4.04 -0.06
H -2.82 -4.49 -3.04
H -1.44 -4.04 -2.01
H -1.81 -3.09 -3.46
H -4.84 -2.83 -3.18
H -3.75 -1.46 -3.45
H -4.89 -1.44 -2.09
C -1.80 1.78 -3.01
Si 0.08 1.71 -2.81
C 0.72 0.31 -3.91
C 0.76 3.34 -3.49
Si 0.65 1.31 -0.57
Si -0.78 2.61 0.76
C -2.52 1.90 0.81
C -0.94 4.40 0.18
C -0.14 2.63 2.53
Si 2.83 2.07 -0.23
C 2.88 3.96 -0.34
C 3.59 1.63 1.44
C 3.97 1.38 -1.56
H -2.08 1.71 -4.07
H -2.20 2.72 -2.62
H -2.28 0.97 -2.47
H 0.22 0.31 -4.88
H 0.55 -0.65 -3.42
H 1.79 0.40 -4.07
H 0.36 3.54 -4.49
H 1.85 3.31 -3.55
H 0.48 4.18 -2.84
H -2.99 1.90 -0.18
H -3.15 2.50 1.48
H -2.51 0.87 1.18
H -1.26 4.45 -0.86
H 0.01 4.94 0.26
H -1.68 4.94 0.78
H -0.01 1.60 2.89
H -0.85 3.13 3.20
H 0.82 3.15 2.61
H 2.40 4.41 0.53
H 2.36 4.33 -1.23
H 3.91 4.31 -0.38
H 2.96 1.96 2.27
H 4.56 2.12 1.54
H 3.73 0.55 1.51
H 3.58 1.58 -2.56
H 4.06 0.30 -1.44
H 4.97 1.82 -1.50
```

For the LUMO energy, the calculation gives 2.44 eV. The value obtained for the energy above the lowest of the compared OMol25 structures with the same formula, charge and spin is 0.0 kcal per mole. The net charge is -1. The calculation puts the largest force on an atom at 0.5 eV Å⁻¹.

So, what does the Mulliken scheme give us? The charges, in e, come out as: 1.453, -0.807, -0.083, -0.632, 0.201, -0.065, -1.032, -0.982, 0.495, -0.433, 0.092, -0.147, -0.770, -0.967, 0.559, 0.583, 0.371, 0.357, 0.411, 0.312, 0.035, 0.411, -1.598, 2.247, -1.553, -1.797, -0.415, 0.164, 0.427, 0.358, 0.334, 0.428, 0.321, 0.360, 0.446, 0.351, 0.364, -0.802, 0.402, -1.108, -1.185, -0.282, 0.387, -1.062, -1.053, -0.664, 0.470, -1.160, -1.036, -1.115, 0.424, 0.262, -0.018, 0.398, 0.225, 0.275, 0.389, 0.273, 0.277, 0.263, 0.457, 0.165, 0.225, 0.266, 0.384, -0.133, 0.387, 0.235, 0.255, 0.269, 0.391, 0.223, 0.449, 0.183, 0.214, 0.271, 0.395

***

Record 3
Molecular formula: C22H44O44S11
Method: DFT, wB97M-V/def2-TZVPD

Geometry as XYZ:
```
121
C22H44O44S11 | the Open Molecules 2025 dataset | wB97M-V/def2-TZVPD
C 4.49 1.49 -1.71
C 5.46 0.49 -1.06
O 5.49 0.87 0.32
S 4.59 2.14 0.67
O 5.30 3.14 1.38
O 3.34 1.69 1.19
O 4.50 2.62 -0.86
H 3.47 1.09 -1.67
H 4.71 1.72 -2.74
H 6.47 0.64 -1.46
H 5.09 -0.53 -1.15
C 2.84 -5.00 -5.37
C 2.68 -6.33 -4.62
O 2.02 -6.04 -3.42
S 1.63 -4.47 -3.29
O 2.62 -3.77 -2.54
O 0.27 -4.33 -2.92
O 1.80 -4.17 -4.86
H 2.69 -5.15 -6.43
H 3.82 -4.58 -5.13
H 3.67 -6.78 -4.46
H 2.17 -7.08 -5.22
C -6.45 -0.19 -0.12
C -5.72 -0.46 -1.46
O -4.53 -1.12 -1.12
S -4.39 -1.42 0.44
O -3.05 -1.21 0.84
O -5.06 -2.62 0.83
O -5.35 -0.18 0.83
H -7.13 -0.96 0.23
H -6.88 0.81 -0.07
H -5.41 0.45 -1.97
H -6.38 -1.04 -2.10
C -0.21 -1.28 -1.05
C 1.20 -1.36 -0.52
O 1.21 -0.42 0.58
S 0.12 0.78 0.41
O 0.70 2.00 -0.02
O -0.80 0.77 1.50
O -0.62 0.07 -0.82
H -0.92 -1.92 -0.54
H -0.27 -1.36 -2.14
H 1.94 -1.02 -1.25
H 1.50 -2.35 -0.18
C -1.21 0.53 4.59
C -0.11 1.56 4.46
O -0.13 2.29 5.69
S -1.59 2.26 6.35
O -2.36 3.36 5.85
O -1.47 2.09 7.76
O -2.09 0.90 5.68
H -0.79 -0.45 4.83
H -1.86 0.42 3.73
H -0.20 2.24 3.62
H 0.86 1.08 4.30
C -3.40 0.79 -6.66
C -4.67 0.62 -5.83
O -4.26 0.73 -4.49
S -2.66 0.45 -4.32
O -2.49 -0.74 -3.55
O -2.12 1.68 -3.86
O -2.41 0.11 -5.86
H -3.13 1.84 -6.79
H -3.38 0.25 -7.60
H -5.17 -0.33 -6.01
H -5.41 1.35 -6.16
C 0.09 5.43 1.82
C 1.49 5.39 1.20
O 1.61 6.64 0.51
S 0.76 7.80 1.22
O -0.05 8.50 0.30
O 1.62 8.60 2.04
O -0.16 6.80 2.11
H 0.16 4.89 2.76
H -0.72 4.98 1.26
H 1.62 4.58 0.49
H 2.24 5.43 1.99
C 4.93 -0.56 3.51
C 3.73 -1.06 2.68
O 3.22 -2.23 3.31
S 3.71 -2.34 4.83
O 4.07 -3.69 5.10
O 2.80 -1.69 5.71
O 5.00 -1.41 4.64
H 4.92 0.51 3.69
H 5.81 -0.78 2.91
H 4.07 -1.29 1.66
H 2.87 -0.43 2.46
C -2.70 -4.89 3.43
C -1.35 -5.66 3.44
O -0.33 -4.69 3.38
S -0.83 -3.41 2.53
O -0.74 -3.63 1.13
O -0.26 -2.24 3.11
O -2.35 -3.57 3.05
H -3.25 -4.88 4.37
H -3.37 -5.29 2.67
H -1.33 -6.31 2.56
H -1.19 -6.29 4.31
C -4.39 4.73 3.63
C -4.91 3.33 3.98
O -4.49 2.47 2.92
S -3.57 3.24 1.84
O -3.98 2.87 0.53
O -2.21 3.12 2.27
O -4.17 4.67 2.23
H -3.45 4.95 4.15
H -5.13 5.49 3.83
H -6.00 3.29 3.98
H -4.49 3.03 4.94
C 4.52 -1.44 -4.97
C 3.76 -1.23 -6.27
O 2.83 -0.19 -5.96
S 2.28 -0.38 -4.46
O 1.21 -1.32 -4.43
O 2.07 0.85 -3.79
O 3.65 -1.06 -3.91
H 5.44 -0.85 -4.86
H 4.78 -2.49 -4.82
H 3.20 -2.12 -6.57
H 4.41 -0.90 -7.08
```

For the LUMO energy, the calculation gives -0.42 eV. The value obtained for the energy above the lowest of the compared OMol25 structures with the same formula, charge and spin is 19.8 kcal per mole. The net charge is 0. The calculation puts the largest force on an atom at 2.3 eV Å⁻¹. The SMILES is O=S1(=O)OCCO1.O=S1(=O)OCCO1.O=S1(=O)OCCO1.O=S1(=O)OCCO1.O=S1(=O)OCCO1.O=S1(=O)OCCO1.O=S1(=O)OCCO1.O=S1(=O)OCCO1.O=S1(=O)OCCO1.O=S1(=O)OCCO1.O=S1(=O)OCCO1.

Mulliken atomic charge list, values in e, 99 entries: 0.295, -0.298, -0.370, 0.949, -0.646, -0.058, -0.463, -0.258, 0.340, 0.342, 0.261, -0.343, -0.431, -0.337, 1.273, -0.522, -0.596, -0.214, 0.401, 0.177, 0.308, 0.288, -0.443, -0.257, -0.185, 0.871, -0.161, -0.676, -0.267, 0.250, 0.318, 0.282, 0.262, 0.040, 0.453, -0.155, -0.078, -0.525, -0.139, 0.144, -0.048, 0.241, -0.422, 0.475, 0.198, 0.445, -0.387, 0.991, -0.493, -0.622, -0.343, 0.137, -0.007, -0.205, 0.192, -0.448, -0.367, -0.283, 1.230, -0.487, -0.583, -0.265, 0.298, 0.294, 0.310, 0.317, 0.166, 0.077, -0.350, 1.032, -0.551, -0.558, -0.303, -0.021, 0.109, 0.064, 0.324, -0.100, 0.320, -0.217, 1.108, -0.588, -0.536, -0.396, 0.334, 0.260, 0.071, -0.249, -0.282, -0.376, -0.361, 1.186, -0.626, -0.400, -0.320, 0.281, 0.249, 0.255, 0.336

***

Record 4
Molecular formula: C22H45AlBr20FO
Method: DFT, wB97M-V/def2-TZVPD

Geometry as XYZ:
```
90
C22H45AlBr20FO | the Open Molecules 2025 dataset | wB97M-V/def2-TZVPD
O 3.38 -6.25 1.68
C 2.69 -5.72 0.78
F 3.08 -4.42 0.28
C 1.45 -6.42 0.10
Al -0.39 -5.77 0.75
H 1.57 -6.30 -1.03
H 1.52 -7.54 0.33
H -1.31 -5.65 -0.57
H -0.39 -4.32 1.41
H -1.14 -6.87 1.67
Br 1.30 -1.51 0.14
C 3.08 -0.99 -0.44
C 3.03 -0.25 -1.76
Br 2.76 -1.49 -3.24
H 3.69 -1.89 -0.47
H 3.46 -0.33 0.35
H 3.99 0.23 -1.96
H 2.23 0.49 -1.81
Br -0.37 -1.26 3.68
C 1.19 -2.32 4.13
C 1.79 -1.88 5.44
Br 2.79 -0.22 5.24
H 1.88 -2.24 3.29
H 0.83 -3.35 4.20
H 2.52 -2.61 5.80
H 1.04 -1.71 6.22
Br -1.52 -2.25 -4.59
C -2.14 -1.00 -3.22
C -1.56 -1.33 -1.87
Br -2.44 -2.87 -1.07
H -3.23 -1.03 -3.24
H -1.80 -0.02 -3.56
H -1.72 -0.51 -1.17
H -0.49 -1.56 -1.91
Br -1.90 -3.78 7.28
C -3.42 -2.88 6.45
C -4.22 -3.82 5.59
Br -3.33 -4.17 3.90
H -3.01 -2.03 5.90
H -4.02 -2.51 7.28
H -5.18 -3.37 5.32
H -4.40 -4.79 6.07
Br -2.62 1.81 -5.12
C -4.52 2.08 -5.47
C -5.37 1.50 -4.37
Br -5.49 -0.44 -4.50
H -4.72 1.64 -6.45
H -4.64 3.16 -5.53
H -6.40 1.85 -4.46
H -5.00 1.73 -3.37
Br -5.85 5.01 -8.61
C -6.47 6.26 -7.25
C -5.92 5.91 -5.89
Br -6.86 4.38 -5.12
H -7.56 6.26 -7.29
H -6.11 7.24 -7.57
H -6.08 6.72 -5.19
H -4.86 5.65 -5.91
Br 5.67 2.15 -0.41
C 4.21 3.35 -0.89
C 3.54 3.92 0.34
Br 2.37 2.61 1.18
H 3.53 2.79 -1.53
H 4.68 4.14 -1.47
H 2.89 4.75 0.07
H 4.25 4.25 1.10
Br 0.33 4.50 3.88
C -1.18 3.75 4.86
C -1.35 2.28 4.56
Br -2.19 2.01 2.82
H -2.05 4.35 4.61
H -0.93 3.90 5.91
H -2.03 1.82 5.27
H -0.41 1.73 4.55
Br 3.53 -3.42 -9.49
C 2.92 -2.18 -8.12
C 3.51 -2.53 -6.77
Br 2.62 -4.06 -5.98
H 1.83 -2.21 -8.13
H 3.26 -1.20 -8.45
H 3.35 -1.71 -6.07
H 4.57 -2.76 -6.82
Br 3.39 2.38 8.25
C 5.17 2.92 7.67
C 5.12 3.65 6.35
Br 4.87 2.42 4.87
H 5.78 2.02 7.65
H 5.53 3.58 8.46
H 6.07 4.15 6.15
H 4.32 4.39 6.29
```

For the LUMO energy, the calculation gives 1.33 eV. The value obtained for the energy above the lowest of the compared OMol25 structures with the same formula, charge and spin is 0.0 kcal per mole. The net charge is -1. The calculation puts the largest force on an atom at 4.7 eV Å⁻¹.

So, what does the Mulliken scheme give us? The charges, in e, come out as: -0.569, 0.411, -0.200, -0.486, -0.196, 0.255, 0.251, -0.221, 0.006, -0.244, 0.041, -0.576, -0.579, -0.137, 0.463, 0.287, 0.335, 0.312, -0.043, -0.485, -0.583, -0.092, 0.252, 0.312, 0.392, 0.311, -0.147, 0.181, -0.393, -0.132, 0.081, -0.073, 0.389, -0.048, -0.149, -0.464, -0.582, -0.092, 0.244, 0.341, 0.312, 0.356, -0.102, 0.114, -0.648, -0.165, 0.441, -0.363, 0.290, 0.429, -0.128, -0.548, -0.661, -0.088, 0.372, 0.343, 0.382, 0.389, -0.148, -0.499, -0.650, -0.044, 0.260, 0.393, 0.351, 0.370, -0.156, -0.533, -0.552, -0.123, 0.379, 0.349, 0.344, 0.248, -0.157, -0.614, -0.363, -0.119, 0.367, 0.350, 0.110, 0.369, -0.133, -0.585, -0.574, -0.132, 0.340, 0.349, 0.341, 0.365

***

Record 5
Molecular formula: C22H45BCl17N
Method: DFT, wB97M-V/def2-TZVPD

Geometry as XYZ:
```
86
C22H45BCl17N | the Open Molecules 2025 dataset | wB97M-V/def2-TZVPD
C -2.08 4.20 0.14
C -0.80 3.22 0.44
C -0.27 2.36 -0.85
Cl 0.03 3.46 -2.35
B 1.08 1.52 -0.43
C 1.37 0.75 1.00
C 1.67 1.75 2.27
C 0.59 1.97 3.53
N 2.85 2.48 2.39
H -2.41 4.68 1.18
H -3.03 3.65 -0.29
H -1.70 5.08 -0.56
H 0.15 3.84 0.83
H -1.04 2.43 1.30
H -1.16 1.64 -1.18
H 1.93 1.42 -1.27
H 2.33 0.07 0.87
H 0.47 0.02 1.21
H 1.17 2.00 4.57
H 0.08 3.03 3.43
H -0.25 1.16 3.55
H 2.78 3.03 3.30
Cl -3.81 2.55 -2.45
C -3.14 2.92 -4.06
C -4.22 3.14 -5.10
Cl -5.09 1.63 -5.49
H -2.46 2.11 -4.34
H -2.54 3.83 -3.94
H -3.77 3.49 -6.03
H -4.95 3.88 -4.77
Cl 3.13 -4.40 3.41
C 3.04 -2.71 2.84
C 1.85 -1.97 3.44
Cl 0.30 -2.58 2.81
H 3.00 -2.72 1.75
H 3.97 -2.22 3.15
H 1.90 -0.91 3.17
H 1.83 -2.05 4.53
Cl -3.62 6.40 -2.07
C -5.26 6.95 -1.65
C -5.71 6.44 -0.29
Cl -5.98 4.67 -0.29
H -5.94 6.62 -2.45
H -5.24 8.04 -1.65
H -6.66 6.90 -0.02
H -4.98 6.67 0.49
Cl 4.33 5.65 -1.01
C 4.07 3.93 -0.62
C 5.29 3.08 -0.95
Cl 5.58 2.95 -2.70
H 3.19 3.59 -1.17
H 3.86 3.88 0.45
H 5.15 2.06 -0.57
H 6.20 3.49 -0.49
Cl 2.79 4.58 4.71
C 2.70 6.26 4.14
C 1.51 7.00 4.73
Cl -0.04 6.39 4.11
H 2.66 6.25 3.05
H 3.63 6.75 4.44
H 1.56 8.06 4.47
H 1.49 6.93 5.83
Cl 2.64 -2.09 -0.19
C 1.79 -3.65 -0.31
C 1.04 -3.80 -1.63
Cl -0.35 -2.69 -1.74
H 1.11 -3.74 0.54
H 2.55 -4.43 -0.23
H 0.65 -4.82 -1.72
H 1.70 -3.61 -2.49
Cl 0.54 -7.14 -1.35
C -0.42 -8.38 -2.20
C -1.40 -7.77 -3.18
Cl -2.72 -6.90 -2.36
H -0.92 -8.99 -1.45
H 0.30 -9.01 -2.74
H -1.87 -8.56 -3.78
H -0.91 -7.07 -3.87
Cl 0.36 -10.82 0.31
C -0.49 -12.38 0.18
C -1.23 -12.53 -1.13
Cl -2.62 -11.42 -1.25
H -1.16 -12.47 1.04
H 0.28 -13.16 0.27
H -1.63 -13.55 -1.23
H -0.58 -12.34 -1.99
```

For the LUMO energy, the calculation gives 0.30 eV. The net charge is 0. The calculation puts the largest force on an atom at 6.0 eV Å⁻¹. The SMILES is [H]/N=C(\C)CB[C@H](Cl)CC.ClCCCl.ClCCCl.ClCCCl.ClCCCl.ClCCCl.ClCCCl.ClCCCl.ClCCCl.

So, what does the Mulliken scheme give us? The charges, in e, come out as: -0.490, -0.224, 0.123, -0.255, -0.064, 0.163, 0.659, -0.986, -0.677, 0.250, -0.026, 0.148, 0.208, 0.047, 0.229, -0.074, -0.240, 0.190, 0.391, 0.224, 0.294, 0.036, -0.163, -0.336, -0.472, -0.198, 0.401, 0.167, 0.356, 0.267, -0.206, 0.121, 0.229, -0.175, -0.403, 0.422, -0.382, 0.416, -0.117, -0.473, -0.498, -0.164, 0.303, 0.312, 0.358, 0.293, -0.218, 0.249, -0.362, -0.205, -0.020, -0.023, 0.232, 0.365, -0.212, -0.449, -0.458, -0.153, 0.310, 0.353, 0.303, 0.323, -0.273, -0.380, 0.308, -0.213, 0.226, 0.424, -0.432, 0.373, -0.215, -0.223, -0.555, -0.188, 0.102, 0.310, 0.363, 0.339, -0.153, -0.439, -0.484, -0.179, 0.314, 0.301, 0.348, 0.309

***

- The highest net charge belongs to which entry?
  C22H44N3O7S